Arrangement P

Density functional theory data (ωB97M-V/def2-TZVPD) for a cluster of 2 separate species, CH2BrNO3 in total.

Bonds (Å) are listed after each position.
Cartesian coordinates (Å):
1 C 0.4963 -0.2646 0.2066  N2 1.518, O5 1.307, H7 1.074
2 N -0.0588 1.1480 0.2186  C1 1.518, O3 1.203, O4 1.199
3 O -0.5068 1.5732 1.2506  N2 1.203
4 O -0.0730 1.7181 -0.8359  N2 1.199
5 O 1.1356 -0.6109 -0.8796  C1 1.307, H8 0.973
6 Br -2.2477 -1.4224 0.0225  no bonds
7 H 0.3330 -0.6323 1.2028  C1 1.074
8 H 0.9215 -1.5090 -1.1855  O5 0.973

Computed properties:
Kohn-Sham gap (alpha / beta)   8.40 / 6.48 eV
2S+1   1

Arrangement Q

Density functional theory data (ωB97M-V/def2-TZVPD) for an isolated molecule of CH2BrNO3.

Bonds (Å) are listed after each position.
Cartesian coordinates (Å):
1 O -0.1592 -1.9527 0.8003  N2 1.198
2 N -0.1822 -1.2107 -0.1397  O1 1.198, O3 1.207, C4 1.833
3 O -0.4808 -1.3911 -1.2953  N2 1.207
4 C 0.1818 0.5102 0.3761  N2 1.833, O5 1.289, Br6 2.062, H7 1.147
5 O -0.6617 1.3586 -0.1025  C4 1.289, H8 0.953
6 Br 2.1505 0.8355 -0.1436  C4 2.062
7 H 0.0738 0.6577 1.5084  C4 1.147
8 H -0.9223 1.1926 -1.0035  O5 0.953

Computed properties:
Kohn-Sham gap   10.45 eV
SMILES   O=[N+]([O-])[C@H](O)Br
2S+1   1

Arrangement R

Density functional theory data (ωB97M-V/def2-TZVPD) for a cluster of 2 separate species, CH2BrNO3 in total.

Bonds (Å) are listed after each position.
Cartesian coordinates (Å):
1 C -0.3233 0.7659 0.1142  N2 1.434, O5 1.367, H7 1.134
2 N -0.6011 2.1717 0.0757  C1 1.434, O3 1.213, O4 1.209
3 O -0.6966 2.7523 1.1368  N2 1.213
4 O -0.6657 2.6712 -1.0232  N2 1.209
5 O 0.2919 0.1835 -0.9583  C1 1.367, H8 0.896
6 Br -3.2883 -0.4727 -0.1542  no bonds
7 H -0.2828 0.1871 1.0889  C1 1.134
8 H 0.4189 -0.7036 -0.9431  O5 0.896

Computed properties:
Kohn-Sham gap (alpha / beta)   9.06 / 6.04 eV
2S+1   1

Most stable: arrangement Q

Arrangement P

Density functional theory data (ωB97M-V/def2-TZVPD) for the ion C5H5FN with charge +1.

Bonds (Å) are listed after each position.
Cartesian coordinates (Å):
1 C -0.1428 -0.6233 -0.3595  C2 1.471, H8 1.191, H9 1.004, H10 1.112
2 C 0.0986 0.5523 0.4903  C1 1.471, C3 1.330, C7 1.524
3 C -0.5747 1.2551 1.3974  C2 1.330, C4 1.595, H11 1.037
4 C 0.4611 2.3944 1.8138  C3 1.595, F5 1.270, N6 1.358
5 F 0.2619 2.9760 2.9246  C4 1.270
6 N 1.4708 2.4246 0.9060  C4 1.358, C7 1.281
7 C 1.3070 1.4118 0.1385  C2 1.524, N6 1.281, H12 1.112
8 H 0.7903 -0.9099 -1.0423  C1 1.191
9 H -0.9090 -0.3810 -0.9619  C1 1.004
10 H -0.2870 -1.4447 0.3759  C1 1.112
11 H -1.5041 1.0651 1.8173  C3 1.037
12 H 2.0515 1.3598 -0.6856  C7 1.112

Computed properties:
Charge   +1
Kohn-Sham gap   7.71 eV
SMILES   CC1=CC(F)=[N+]=C1
2S+1   1

Arrangement Q

Density functional theory data (ωB97M-V/def2-TZVPD) for the ion C5H5FN with charge +1.

Bonds (Å) are listed after each position.
Cartesian coordinates (Å):
1 C -1.3527 0.9745 -0.5466  C2 1.468, H8 1.117, H9 1.114, H10 1.028
2 C -0.1323 0.2050 -0.2764  C1 1.468, C3 1.369, C6 1.527
3 C 1.0824 0.5706 0.2369  C2 1.369, C4 1.478, H11 1.103
4 C 1.5671 -0.6387 0.9349  C3 1.478, N5 1.413, H12 1.056
5 N 0.8171 -1.7835 0.5849  C4 1.413, C6 1.288
6 C -0.1256 -1.3180 -0.1592  C2 1.527, N5 1.288, F7 1.261
7 F -1.0360 -1.9930 -0.7113  C6 1.261
8 H -2.1529 0.4324 0.0130  C1 1.117
9 H -1.6227 0.8070 -1.6140  C1 1.114
10 H -1.0549 1.9339 -0.3288  C1 1.028
11 H 1.7916 1.4049 0.1024  C3 1.103
12 H 2.2190 -0.5950 1.7642  C4 1.056

Computed properties:
Charge   +1
Kohn-Sham gap   7.27 eV
SMILES   CC1=CC=[N+]=C1F
2S+1   1

Most stable: arrangement Q